ORCA calculation (ωB97M-V/def2-TZVPD) on 3 unconnected molecules or ions with the total composition C7H16O in a non-equilibrium geometry.

Results
Gap between HOMO and LUMO ... 10.40 eV
SMILES ... C=CC.CC=O.CC
Strongest force on any atom ... 2.616 eV/Å
Highest occupied orbital energy ... -9.6 eV
Molecular weight ... 116.2 g mol⁻¹
ΔE to the lowest compared entry with this formula, charge and spin ... 2.0705 eV
Energy ... -9564.2000 eV

Last column: Löwdin charge in e.
Element x y z (Å)
C1 1.4826 -0.9434 -1.2284  -0.352
C2 -0.9935 -0.8061 0.7675  -0.230
C3 -0.1307 -1.8130 0.5691  -0.046
C4 0.0642 2.1388 0.6961  -0.187
C5 0.6892 -1.2100 -2.4767  -0.052
C6 -2.1917 -0.5447 -0.0802  -0.101
C7 0.8762 2.1031 1.9820  -0.163
O1 1.7513 0.1851 -0.8432  -0.008
H1 0.4294 1.3214 0.0167  0.038
H2 2.1222 -1.7957 -0.9298  0.121
H3 -0.8870 -0.1782 1.6386  0.081
H4 -0.3981 -2.6316 -0.0845  0.067
H5 0.6343 -2.0242 1.2996  0.069
H6 0.2817 3.0496 0.1389  0.066
H7 -1.0036 2.1350 0.8992  0.059
H8 0.0160 -0.3846 -2.6906  0.081
H9 1.3788 -1.3345 -3.3088  0.084
H10 0.1166 -2.1303 -2.3756  0.068
H11 -1.9928 0.2877 -0.7678  0.075
H12 -2.4573 -1.4283 -0.6785  0.079
H13 -3.0485 -0.2698 0.5388  0.076
H14 0.6422 2.9545 2.6216  0.060
H15 1.9386 2.1261 1.7516  0.065
H16 0.6799 1.1931 2.5444  0.050

Cartesian forces (eV/Å) of the 3 atoms listed first:
1.81 1.47 -1.20
0.18 -1.03 0.00
-1.38 -0.01 1.16

=====

ORCA calculation (ωB97M-V/def2-TZVPD) on 2 unconnected molecules or ions with the total composition CH7NS2.

Results
Gap between HOMO and LUMO ... 9.33 eV
SMILES ... CSS.N
Strongest force on any atom ... 0.733 eV/Å
Highest occupied orbital energy ... -8.9 eV
Molecular weight ... 97.2 g mol⁻¹
ΔE to the lowest compared entry with this formula, charge and spin ... 0.1759 eV
Energy ... -24311.0392 eV

Last column: Löwdin charge in e.
Element x y z (Å)
N1 -0.9526 -0.5602 2.5983  0.018
H1 -0.0009 -0.6648 2.9122  0.000
H2 -1.3473 0.2472 3.0512  0.003
H3 -0.8795 -0.3619 1.6115  -0.089
C1 0.1692 -1.5880 -1.0495  -0.475
S1 0.9856 -0.1100 -0.3917  0.350
S2 -0.4755 1.3203 -0.5419  0.285
H4 0.1531 -1.6232 -2.1336  0.029
H5 0.7280 -2.4015 -0.5856  0.029
H6 -0.8541 -1.6496 -0.6881  0.027
H7 -0.8469 1.2956 -1.8531  -0.176

Cartesian forces (eV/Å) of the 3 atoms listed first:
-0.03 -0.40 -0.11
0.19 0.02 0.23
-0.06 0.23 0.09

=====

ORCA calculation (ωB97M-V/def2-TZVPD) on a gas-phase ion, C4H9N2OS (charge +1) in a non-equilibrium geometry.

Results
Total charge ... +1
Gap between HOMO and LUMO (alpha / beta) ... 6.27 / 6.69 eV
Spin multiplicity ... 3
Strongest force on any atom ... 3.817 eV/Å
Highest occupied orbital energy (alpha / beta) ... -9.7 / -13.8 eV
Molecular weight ... 133.2 g mol⁻¹
ΔE to the lowest compared entry with this formula, charge and spin ... 1.5262 eV
Energy ... -20144.4328 eV

Last column: Löwdin spin population.
Element x y z (Å)
C1 0.8313 0.1800 2.1537  0.274
C2 1.5974 1.2161 1.4255  0.182
C3 -0.1813 -0.1980 0.2342  0.203
C4 -1.5747 0.9357 -0.1353  0.047
N1 0.0289 -0.5733 1.4853  0.103
N2 -0.3817 -1.3216 -0.7446  0.030
O1 -1.7547 0.9475 -1.5826  0.010
S1 1.4385 0.7201 -0.3215  1.065
H1 1.0315 -0.2581 3.2164  0.015
H2 1.1706 2.2408 1.4438  0.042
H3 2.5955 1.3474 1.6546  0.010
H4 -1.3595 1.9280 0.3636  0.001
H5 -2.4787 0.3519 0.2292  0.004
H6 -1.2872 -1.6729 -0.6436  0.001
H7 0.2840 -2.1594 -0.5467  0.003
H8 -0.1780 -1.0432 -1.6789  0.008
H9 -2.7216 0.8401 -1.7678  0.000

Cartesian forces (eV/Å) of the 3 atoms listed first:
0.98 -0.68 3.60
-2.83 0.04 -0.25
-2.62 2.14 -0.86

=====

ORCA calculation (ωB97M-V/def2-TZVPD) on 3 unconnected molecules or ions with the total composition C3H11NO4 in a non-equilibrium geometry.

Results
Gap between HOMO and LUMO ... 9.94 eV
SMILES ... C[C@@H](N)C(=O)O.O.O
Strongest force on any atom ... 6.438 eV/Å
Highest occupied orbital energy ... -9.7 eV
Molecular weight ... 125.1 g mol⁻¹
ΔE to the lowest compared entry with this formula, charge and spin ... 2.9344 eV
Energy ... -12968.1253 eV

Last column: Löwdin charge in e.
Element x y z (Å)
O1 0.5056 -2.1376 0.3644  0.074
C1 0.6559 -0.9475 0.1680  -0.460
O2 1.8770 -0.5014 -0.2591  0.107
C2 -0.4435 -0.0678 0.6277  -0.302
C3 -0.3042 1.4998 0.7018  -0.051
N1 -1.6456 -0.3552 -0.2762  0.053
H1 2.0220 -0.6046 -1.1836  0.104
H2 -0.7206 -0.4066 1.7263  0.181
H3 -1.2430 1.9483 0.3020  0.074
H4 -0.0521 1.8104 1.6577  0.036
H5 0.4547 2.0244 -0.0114  0.102
H6 -1.7672 -1.2620 -0.6548  0.053
H7 -1.5843 0.3344 -1.0363  0.054
H8 1.1111 -3.6418 1.7439  -0.004
H9 2.0561 -2.6249 1.7945  0.047
O3 1.6456 -3.2780 2.4364  -0.084
H10 -1.0651 3.1642 -2.0959  -0.047
H11 -0.4652 2.5873 -3.3887  0.061
O4 -1.0372 2.4588 -2.6166  0.002

Cartesian forces (eV/Å) of the 3 atoms listed first:
0.00 0.81 -1.09
0.82 -2.25 1.08
-0.64 1.17 1.11

=====

ORCA calculation (ωB97M-V/def2-TZVPD) on a molecular structure, C4H5LiO3Pm in a non-equilibrium geometry.

Results
Total charge ... +2
Gap between HOMO and LUMO (alpha / beta) ... 6.01 / 6.88 eV
Spin multiplicity ... 6
Strongest force on any atom ... 4.719 eV/Å
Highest occupied orbital energy (alpha / beta) ... -16.4 / -16.4 eV
Molecular weight ... 253.0 g mol⁻¹
ΔE to the lowest compared entry with this formula, charge and spin ... 2.1607 eV
Energy ... -27104.4995 eV

Last column: Löwdin spin population.
Element x y z (Å)
O1 -1.4639 -0.5436 -1.2094  0.001
Li1 -0.6336 -2.4669 -0.0154  0.008
O2 -2.1433 -1.6930 -0.7012  -0.001
C1 -1.4561 0.4773 -0.3738  0.012
C2 -0.4911 1.4222 -0.0177  0.019
H1 -0.2826 2.1086 0.8146  0.002
H2 -2.4337 0.5102 0.1164  0.000
H3 -1.5100 2.1212 -0.2587  0.012
O3 2.5100 0.1467 -0.5299  -0.002
C3 2.1403 -0.8419 0.2277  0.095
C4 0.9316 -0.8757 0.8639  0.746
Pm1 1.6816 1.9760 -0.9286  4.045
H4 0.3189 -0.6443 1.7326  0.041
H5 2.8320 -1.6969 0.2796  0.021

Cartesian forces (eV/Å) of the 3 atoms listed first:
3.02 2.55 0.22
-0.19 -0.23 -0.13
-0.65 0.29 0.42

=====

ORCA calculation (ωB97M-V/def2-TZVPD) on a molecular structure, C14H36CrN4O4 in a non-equilibrium geometry.

Results
Total charge ... +3
Gap between HOMO and LUMO (alpha / beta) ... 7.39 / 8.03 eV
Spin multiplicity ... 2
Strongest force on any atom ... 1.033 eV/Å
Highest occupied orbital energy (alpha / beta) ... -18.6 / -18.6 eV
Molecular weight ... 376.5 g mol⁻¹
ΔE to the lowest compared entry with this formula, charge and spin ... 0.5056 eV
Energy ... -57648.3145 eV

Last column: Löwdin spin population.
Element x y z (Å)
Cr1 0.8427 0.6330 -0.1754  0.975
N1 0.8258 2.0212 1.4551  -0.008
C1 0.2990 3.3673 1.0525  0.000
C2 -0.6019 3.1872 -0.1477  0.000
N2 0.0630 2.3004 -1.1525  -0.010
C3 1.1214 2.9649 -1.9856  0.000
C4 2.4714 2.8649 -1.3106  0.001
N3 2.6524 1.4412 -0.8723  -0.001
H1 0.1875 1.6157 2.1346  0.001
H2 1.6982 2.1497 1.9624  0.000
H3 1.1367 4.0170 0.8220  0.000
H4 -0.2450 3.8415 1.8667  0.000
H5 -0.8639 4.1509 -0.5846  0.000
H6 -1.5249 2.6901 0.1456  0.000
H7 -0.6645 2.0204 -1.8060  0.000
H8 0.8630 4.0028 -2.1941  0.000
H9 1.1569 2.4363 -2.9386  0.000
H10 2.5510 3.5047 -0.4387  0.000
H11 3.2581 3.1674 -1.9984  0.000
H12 3.4269 1.3870 -0.2122  0.000
H13 2.9607 0.9003 -1.6784  0.002
C5 2.6562 -1.1673 1.7985  -0.001
O1 1.9305 -0.9738 0.5533  0.004
C6 1.9335 -2.1320 -0.3275  0.000
C7 2.0000 -1.5911 -1.7204  0.000
O2 0.9676 -0.5780 -1.8509  0.007
C8 -0.1101 -0.8892 -2.8057  0.001
C9 -0.8212 -2.1858 -2.5221  0.001
O3 -1.2944 -2.1760 -1.1981  0.000
C10 -2.2569 -3.2159 -0.9690  0.000
H14 3.7254 -1.2065 1.5989  0.000
H15 2.4282 -0.3296 2.4521  0.000
H16 2.3369 -2.0953 2.2680  0.000
H17 2.8006 -2.7591 -0.1229  0.000
H18 1.0160 -2.6937 -0.1595  0.000
H19 2.9628 -1.1144 -1.9001  0.000
H20 1.8742 -2.3765 -2.4599  0.000
H21 -0.8104 -0.0599 -2.7337  0.000
H22 0.3222 -0.9115 -3.8058  0.000
H23 -1.6417 -2.2568 -3.2453  0.000
H24 -0.1696 -3.0507 -2.6962  0.000
H25 -3.1098 -3.1133 -1.6428  0.000
H26 -1.8136 -4.2041 -1.1076  0.000
H27 -2.5974 -3.1200 0.0597  0.000
C11 -3.1357 -1.0314 3.1027  0.001
N4 -1.9112 -0.8710 2.2914  0.014
C12 -0.7540 -1.6571 2.7330  0.001
C13 -1.9010 -0.1675 1.1915  0.002
C14 -3.1751 0.4098 0.6631  0.000
O4 -0.8181 0.0183 0.5184  0.010
H28 -2.8401 -1.3104 4.1096  0.000
H29 -3.7707 -1.8215 2.6998  0.001
H30 -3.7013 -0.1064 3.1527  0.000
H31 -1.0485 -2.7044 2.7947  0.001
H32 -0.4342 -1.3347 3.7233  0.000
H33 0.0526 -1.5563 2.0192  0.000
H34 -3.9864 -0.3131 0.7285  0.000
H35 -3.0431 0.6954 -0.3774  0.000
H36 -3.4764 1.2867 1.2428  0.000

Cartesian forces (eV/Å) of the 3 atoms listed first:
-0.70 -0.63 0.42
0.15 0.08 -0.22
-0.02 -0.07 -0.01